# 1
248
Properties=species:S:1:pos:R:3:lowdin_charge:R:1 method="wB97M-V/def2-TZVPD" largest_force_ev_per_a=2.99 relative_energy_kj_mol=583.3 total_charge=+7 homo_ev=-19.47 gap_ha=0.275
C 0.669 0.129 -0.044 -0.10
C 0.059 -0.890 0.918 -0.55
O 0.984 -1.645 1.594 -0.33
H -0.168 0.549 -0.602 0.04
H 1.201 -0.480 -0.776 0.04
H 1.363 0.859 0.371 0.06
H -0.723 -1.502 0.469 0.06
H -0.550 -0.249 1.555 0.05
C 4.035 0.960 -2.849 -0.08
C 4.550 -0.429 -2.351 -0.19
C 4.670 -0.473 -0.801 -0.09
N 5.003 -1.916 -0.213 -0.22
C 5.294 -1.706 1.297 -0.05
C 5.814 -3.016 2.053 -0.11
C 7.007 -3.698 1.240 -0.18
C 6.766 -3.819 -0.222 -0.14
C 6.239 -2.475 -0.888 -0.09
C 3.819 -2.866 -0.448 0.03
H 4.712 1.802 -2.706 0.08
H 3.078 1.327 -2.477 0.06
H 3.835 0.888 -3.918 0.07
H 5.545 -0.644 -2.741 0.11
H 3.931 -1.253 -2.703 0.08
H 3.746 -0.188 -0.299 0.10
H 5.333 0.290 -0.392 0.13
H 6.034 -0.906 1.315 0.13
H 4.360 -1.337 1.720 0.11
H 6.282 -2.878 3.027 0.12
H 5.086 -3.812 2.210 0.07
H 7.873 -3.063 1.427 0.12
H 7.293 -4.626 1.735 0.13
H 7.665 -4.071 -0.784 0.14
H 5.978 -4.558 -0.366 0.11
H 6.956 -1.653 -0.875 0.14
H 5.980 -2.671 -1.929 0.12
H 3.926 -3.778 0.139 0.07
H 3.533 -3.092 -1.475 0.10
H 2.950 -2.305 -0.102 0.07
C 1.197 -1.659 -3.959 -0.09
C 1.511 -2.736 -5.002 -0.20
C 1.762 -2.224 -6.485 -0.04
N 2.333 -3.405 -7.388 -0.23
C 1.875 -4.832 -7.019 -0.10
C 0.413 -5.083 -7.386 -0.15
C 0.136 -4.679 -8.825 -0.18
C 0.531 -3.254 -9.180 -0.16
C 1.958 -3.052 -8.823 -0.12
C 3.849 -3.379 -7.203 0.02
H 0.168 -1.299 -3.950 0.06
H 1.824 -0.775 -4.070 0.07
H 1.311 -1.996 -2.929 0.05
H 0.744 -3.510 -4.971 0.08
H 2.450 -3.227 -4.746 0.09
H 2.407 -1.346 -6.509 0.14
H 0.792 -2.067 -6.957 0.11
H 2.248 -5.111 -6.034 0.13
H 2.513 -5.479 -7.620 0.14
H -0.258 -4.504 -6.752 0.10
H 0.125 -6.108 -7.152 0.13
H -0.917 -4.907 -8.987 0.13
H 0.468 -5.361 -9.608 0.14
H -0.181 -2.462 -8.950 0.13
H 0.525 -3.265 -10.270 0.14
H 2.158 -2.003 -9.041 0.14
H 2.709 -3.533 -9.449 0.15
H 4.051 -3.482 -6.137 0.10
H 4.237 -2.447 -7.616 0.12
H 4.328 -4.216 -7.710 0.12
C 7.353 5.849 5.472 -0.09
C 6.264 5.171 4.696 -0.25
C 6.043 5.565 3.210 -0.12
N 4.615 5.241 2.762 -0.20
C 4.551 5.871 1.321 -0.08
C 3.294 5.422 0.604 -0.20
C 3.249 3.928 0.431 -0.18
C 3.162 3.295 1.849 -0.15
C 4.383 3.677 2.736 -0.06
C 3.532 5.966 3.664 0.07
H 7.100 6.903 5.586 0.09
H 8.373 5.687 5.124 0.09
H 7.475 5.527 6.507 0.09
H 5.403 5.119 5.363 0.11
H 6.589 4.140 4.556 0.10
H 6.792 5.087 2.579 0.14
H 6.179 6.638 3.069 0.14
H 5.377 5.463 0.738 0.14
H 4.621 6.955 1.408 0.15
H 3.400 5.901 -0.370 0.13
H 2.345 5.824 0.959 0.10
H 4.059 3.493 -0.155 0.12
H 2.301 3.795 -0.089 0.09
H 3.299 2.219 1.744 0.10
H 2.221 3.598 2.308 0.09
H 5.274 3.161 2.379 0.13
H 4.252 3.434 3.791 0.12
H 2.683 6.027 2.983 0.08
H 3.852 6.933 4.052 0.12
H 3.324 5.406 4.576 0.09
C -3.352 -0.171 2.326 -0.12
C -3.479 0.750 3.478 -0.23
C -4.716 1.693 3.452 -0.08
N -4.969 2.333 4.818 -0.21
C -6.332 3.140 4.636 -0.08
C -6.171 4.361 3.747 -0.15
C -4.964 5.290 4.146 -0.14
C -3.689 4.457 4.183 -0.20
C -3.811 3.304 5.159 -0.10
C -5.213 1.397 6.043 0.06
H -4.362 -0.465 2.042 0.08
H -2.713 -1.051 2.400 0.08
H -3.074 0.362 1.417 0.05
H -2.527 1.279 3.457 0.09
H -3.404 0.141 4.379 0.11
H -5.627 1.107 3.331 0.14
H -4.615 2.513 2.741 0.11
H -7.182 2.540 4.311 0.14
H -6.678 3.457 5.620 0.14
H -6.131 4.164 2.676 0.11
H -7.118 4.885 3.877 0.13
H -4.888 6.118 3.441 0.12
H -5.038 5.758 5.128 0.13
H -3.379 4.009 3.239 0.08
H -2.801 5.041 4.420 0.13
H -2.886 2.741 5.284 0.11
H -3.998 3.695 6.159 0.14
H -6.112 0.834 5.794 0.12
H -5.332 1.990 6.950 0.12
H -4.388 0.708 6.227 0.09
C -9.276 -0.039 -2.605 -0.09
C -8.116 -0.949 -2.793 -0.22
C -6.800 -0.339 -3.534 -0.08
N -5.499 -1.106 -3.175 -0.21
C -5.172 -0.985 -1.675 -0.09
C -3.712 -1.414 -1.419 -0.14
C -2.648 -0.745 -2.333 -0.20
C -3.028 -0.904 -3.771 -0.19
C -4.409 -0.348 -3.984 -0.09
C -5.731 -2.629 -3.498 0.07
H -10.049 -0.552 -2.033 0.10
H -9.705 0.328 -3.537 0.10
H -8.861 0.840 -2.112 0.08
H -8.441 -1.758 -3.446 0.11
H -7.796 -1.439 -1.873 0.09
H -6.674 0.724 -3.328 0.12
H -6.911 -0.391 -4.618 0.13
H -5.312 0.026 -1.292 0.14
H -5.811 -1.633 -1.076 0.12
H -3.435 -1.100 -0.412 0.09
H -3.555 -2.490 -1.491 0.10
H -2.594 0.325 -2.129 0.09
H -1.710 -1.256 -2.119 0.10
H -2.292 -0.310 -4.314 0.13
H -2.947 -1.947 -4.076 0.12
H -4.413 0.697 -3.672 0.13
H -4.710 -0.455 -5.026 0.15
H -6.301 -2.694 -4.425 0.12
H -6.298 -3.051 -2.668 0.11
H -4.857 -3.269 -3.627 0.09
C 0.182 2.510 4.227 -0.10
C 0.321 1.342 5.200 -0.20
C 1.540 0.506 4.711 -0.09
N 1.586 -0.904 5.419 -0.20
C 0.254 -1.642 5.231 -0.12
C 0.441 -3.113 5.575 -0.14
C 1.551 -3.779 4.711 -0.17
C 2.874 -3.148 5.109 -0.16
C 2.791 -1.651 4.783 -0.10
C 1.897 -0.736 6.949 0.07
H 1.115 3.068 4.292 0.07
H -0.755 3.043 4.389 0.06
H 0.085 2.179 3.193 0.06
H -0.593 0.785 4.992 0.09
H 0.398 1.702 6.226 0.12
H 2.560 0.856 4.865 0.13
H 1.470 0.283 3.646 0.11
H -0.081 -1.642 4.193 0.12
H -0.561 -1.235 5.830 0.13
H -0.515 -3.604 5.392 0.12
H 0.676 -3.282 6.626 0.12
H 1.594 -3.627 3.633 0.09
H 1.474 -4.852 4.891 0.12
H 3.670 -3.573 4.498 0.11
H 3.138 -3.325 6.152 0.13
H 2.771 -1.563 3.697 0.10
H 3.671 -1.130 5.159 0.13
H 2.815 -0.182 7.149 0.12
H 1.830 -1.731 7.390 0.10
H 1.126 -0.110 7.398 0.10
C -4.087 8.024 -4.151 -0.07
C -3.521 7.435 -2.816 -0.20
C -3.378 5.896 -2.852 -0.10
N -2.870 5.221 -1.532 -0.21
C -2.839 3.658 -1.761 -0.06
C -2.340 2.906 -0.458 -0.16
C -0.914 3.321 -0.103 -0.19
C -0.851 4.846 0.148 -0.14
C -1.484 5.673 -1.008 -0.07
C -3.858 5.510 -0.384 0.02
H -3.835 7.547 -5.098 0.08
H -3.850 9.082 -4.265 0.09
H -5.173 8.006 -4.241 0.08
H -4.170 7.767 -2.005 0.11
H -2.509 7.824 -2.700 0.11
H -2.698 5.554 -3.632 0.14
H -4.388 5.536 -3.048 0.13
H -2.121 3.487 -2.563 0.13
H -3.826 3.355 -2.111 0.12
H -2.333 1.873 -0.806 0.07
H -3.031 2.952 0.383 0.10
H -0.326 3.138 -1.002 0.11
H -0.432 2.723 0.670 0.09
H 0.183 5.191 0.175 0.10
H -1.248 5.079 1.136 0.11
H -0.915 5.708 -1.937 0.14
H -1.484 6.663 -0.551 0.14
H -3.958 6.588 -0.257 0.10
H -3.580 5.034 0.556 0.08
H -4.877 5.203 -0.620 0.11
C 3.085 -6.098 1.568 -0.09
C 1.981 -6.186 0.580 -0.25
C 0.741 -5.357 1.060 -0.04
N -0.463 -5.325 -0.031 -0.21
C -0.833 -6.793 -0.382 -0.08
C -1.951 -6.845 -1.418 -0.15
C -1.364 -6.220 -2.679 -0.18
C -0.952 -4.753 -2.435 -0.15
C 0.071 -4.647 -1.291 -0.12
C -1.658 -4.533 0.603 0.07
H 3.908 -6.540 1.005 0.10
H 2.732 -6.536 2.501 0.11
H 3.556 -5.125 1.710 0.04
H 1.837 -7.257 0.444 0.12
H 2.245 -5.892 -0.436 0.09
H 1.030 -4.306 1.077 0.10
H 0.269 -5.736 1.967 0.13
H 0.060 -7.248 -0.811 0.13
H -1.132 -7.350 0.505 0.15
H -2.343 -7.845 -1.603 0.14
H -2.859 -6.305 -1.148 0.11
H -0.601 -6.858 -3.124 0.13
H -2.098 -6.358 -3.473 0.12
H -0.485 -4.311 -3.316 0.09
H -1.801 -4.139 -2.135 0.09
H 1.008 -5.061 -1.663 0.12
H 0.176 -3.600 -1.004 0.12
H -2.398 -4.383 -0.182 0.07
H -1.135 -3.649 0.970 0.08
H -1.984 -5.203 1.398 0.12

# 2
13
Properties=species:S:1:pos:R:3:lowdin_charge:R:1 method="wB97M-V/def2-TZVPD" smiles="N#CNS(=O)(=O)ON=O.N#[N+][O-]" largest_force_ev_per_a=4.99 relative_energy_kj_mol=0.0 homo_ev=-11.23 gap_ha=0.395
N 2.316 -1.765 -0.994 0.20
C 1.489 -1.221 -0.439 -0.36
N 0.564 -0.525 0.220 -0.07
S -0.705 -1.424 0.640 0.60
O -1.597 -0.528 1.241 -0.25
O -0.368 -2.656 1.235 -0.19
O -1.238 -1.605 -0.991 -0.20
N -2.431 -2.117 -1.303 -0.07
O -3.124 -2.475 -0.422 0.07
H 0.074 0.215 -0.416 0.11
N -1.367 1.508 -0.357 0.24
N -2.067 2.304 -0.011 -0.26
O -2.642 3.255 0.183 0.17

# 3
44
Properties=species:S:1:pos:R:3:lowdin_charge:R:1 method="wB97M-V/def2-TZVPD" largest_force_ev_per_a=0.59 total_charge=+3 homo_ev="-18.60 / -19.08" gap_ha="0.345 / 0.243" multiplicity=5
Os 1.172 0.409 0.014 1.71
C -1.724 -0.832 0.034 -0.06
N -0.342 -1.383 0.013 -0.23
C -0.024 -2.102 -1.241 -0.09
C 0.268 -1.130 -2.358 -0.23
C -0.005 -1.415 -3.680 0.04
C 0.375 -0.515 -4.667 0.04
C 1.019 0.663 -4.307 0.01
C 1.261 0.903 -2.973 -0.07
N 0.890 0.023 -2.020 -0.09
C -0.001 -2.117 1.252 -0.09
C 0.287 -1.153 2.377 -0.23
C 0.027 -1.454 3.698 0.04
C 0.397 -0.555 4.691 0.04
C 1.017 0.637 4.337 0.01
C 1.248 0.892 3.004 -0.07
N 0.887 0.014 2.046 -0.09
C -1.807 0.676 -0.014 -0.22
C -3.026 1.325 -0.056 0.04
C -3.059 2.710 -0.079 0.04
C -1.865 3.427 -0.060 0.01
C -0.685 2.728 -0.022 -0.09
N -0.655 1.371 0.001 -0.12
H -2.288 -1.242 -0.806 0.15
H -2.229 -1.176 0.939 0.15
H 0.863 -2.715 -1.069 0.15
H -0.834 -2.776 -1.529 0.15
H -0.504 -2.341 -3.935 0.15
H 0.171 -0.731 -5.708 0.15
H 1.331 1.387 -5.047 0.14
H 1.765 1.804 -2.647 0.13
H -0.798 -2.805 1.540 0.15
H 0.893 -2.715 1.063 0.15
H -0.455 -2.390 3.949 0.15
H 0.203 -0.784 5.731 0.15
H 1.320 1.361 5.081 0.14
H 1.734 1.806 2.683 0.13
H -3.942 0.749 -0.068 0.15
H -4.008 3.231 -0.111 0.14
H -1.854 4.508 -0.076 0.14
H 0.271 3.240 -0.008 0.12
S 5.640 -0.779 -0.002 1.06
C 4.134 -0.487 0.014 -0.79
N 2.931 -0.266 0.015 -0.17

# 4
79
Properties=species:S:1:pos:R:3:lowdin_charge:R:1 method="wB97M-V/def2-TZVPD" largest_force_ev_per_a=2.56 homo_ev="-7.97 / -7.97" gap_ha="0.269 / 0.204" multiplicity=2
Cu 1.926 -1.414 3.452 0.68
C -2.719 0.210 6.633 -0.11
C -2.628 -0.003 5.300 -0.11
C -2.938 0.976 4.192 -0.20
C -1.734 1.822 3.702 -0.18
C -0.912 2.486 4.780 -0.13
C -1.246 2.825 6.027 -0.12
C -2.621 2.785 6.617 -0.20
C -2.981 1.488 7.383 -0.18
C 3.693 -0.695 3.771 -0.11
H -2.805 -0.656 7.293 0.10
H -2.574 -1.036 4.929 0.10
H -3.769 1.607 4.524 0.10
H -3.304 0.382 3.336 0.10
H -1.099 1.105 3.148 0.09
H -2.031 2.603 2.968 0.12
H 0.099 2.731 4.442 0.10
H -0.460 3.161 6.719 0.11
H -3.359 2.960 5.827 0.10
H -2.696 3.614 7.335 0.11
H -2.435 1.443 8.341 0.11
H -4.049 1.528 7.668 0.12
H 4.124 -0.698 4.790 0.03
H 3.247 0.309 3.600 0.01
H 4.431 -0.989 2.995 0.01
P 0.096 -2.143 -2.675 0.99
P 1.964 0.332 -3.096 0.99
C -0.606 -0.588 -3.292 -0.34
C 0.226 0.448 -3.577 -0.36
C -0.646 -3.299 -3.931 -0.39
C -1.758 -2.999 -4.730 -0.10
C -2.261 -3.939 -5.634 -0.08
C -1.639 -5.183 -5.783 -0.09
C -0.496 -5.466 -5.026 -0.09
C 0.006 -4.535 -4.120 -0.11
C -0.965 -2.329 -1.185 -0.38
C -0.677 -1.459 -0.112 -0.11
C -1.422 -1.550 1.066 -0.09
C -2.471 -2.479 1.157 -0.08
C -2.762 -3.331 0.082 -0.08
C -1.999 -3.267 -1.091 -0.08
C 2.655 1.009 -4.716 -0.36
C 2.510 0.216 -5.871 -0.11
C 2.945 0.685 -7.114 -0.09
C 3.523 1.955 -7.228 -0.09
C 3.661 2.751 -6.086 -0.09
C 3.236 2.277 -4.838 -0.09
C 2.069 1.822 -2.033 -0.42
C 3.246 1.933 -1.264 -0.12
C 3.446 3.060 -0.465 -0.09
C 2.466 4.063 -0.413 -0.09
C 1.282 3.934 -1.149 -0.08
C 1.070 2.801 -1.947 -0.09
H -1.684 -0.526 -3.478 0.07
H -0.097 1.329 -4.148 0.08
H -2.247 -2.028 -4.659 0.09
H -3.145 -3.702 -6.225 0.10
H -2.038 -5.917 -6.484 0.10
H 0.004 -6.428 -5.146 0.10
H 0.906 -4.755 -3.544 0.10
H 0.124 -0.718 -0.213 0.09
H -1.181 -0.908 1.919 0.08
H -3.061 -2.537 2.074 0.10
H -3.578 -4.051 0.153 0.10
H -2.212 -3.933 -1.932 0.10
H 2.030 -0.761 -5.795 0.10
H 2.822 0.064 -8.002 0.10
H 3.845 2.325 -8.202 0.10
H 4.090 3.749 -6.165 0.10
H 3.332 2.920 -3.965 0.10
H 3.997 1.140 -1.316 0.10
H 4.373 3.158 0.104 0.10
H 2.633 4.952 0.198 0.10
H 0.520 4.714 -1.117 0.10
H 0.138 2.697 -2.503 0.09
O 0.041 -1.373 6.986 0.04
N 0.635 -0.974 5.974 -0.48
O 1.073 0.170 5.831 0.01
O 0.822 -1.869 4.953 -0.19